Density functional theory data (wB97M-V/def2-TZVPD) for a structure of composition C41H51F6NOPPtS3Te.

Values from the calculation:
2S+1: 1
relative energy (zero: lowest compared OMol25 entry of this formula, charge and spin): 0.0000 eV
molar mass: 1137.706 Da
E_HOMO: -4.88 eV
frontier orbital gap: 6.55 eV
net charge: -1

Each line ends with the Löwdin charge.
Geometry (Å):
Pt  -0.66854  0.65587  -0.17895  0.971
C  0.66899  2.90721  3.00811  -0.527
C  -0.32533  1.83540  3.44168  -0.462
S  -0.73314  0.47644  2.31017  0.870
C  0.29905  -0.91268  2.81164  -0.501
C  1.80462  -0.71968  2.82742  -0.517
S  2.45604  -0.21648  1.21267  0.863
C  3.73148  0.97842  1.67559  -0.543
C  3.25398  2.40166  1.91598  -0.525
S  2.39917  2.66980  3.49729  0.869
H  0.35785  3.84760  3.46424  0.074
H  0.63940  3.06575  1.93746  0.018
H  -1.29366  2.30941  3.60950  0.075
H  -0.03024  1.36725  4.38374  0.078
H  -0.00294  -1.69091  2.10798  0.018
H  -0.04692  -1.21494  3.80257  0.090
H  2.25725  -1.67403  3.10656  0.078
H  2.09256  0.02855  3.56358  0.031
H  4.41652  0.97998  0.82388  0.069
H  4.29088  0.59724  2.53221  0.074
H  2.59190  2.73207  1.11542  0.060
H  4.11796  3.06966  1.92279  0.067
C  -1.41265  0.85374  -4.44733  -0.038
C  -1.83715  0.28533  -3.08411  -0.532
C  -1.70322  -1.23900  -3.14566  -0.044
C  -1.00494  0.90503  -1.99950  -0.097
C  -3.26971  0.73291  -2.74053  -0.168
C  -3.63769  2.06963  -2.87640  -0.035
C  -4.94078  2.47284  -2.62192  -0.075
C  -5.89432  1.54465  -2.23156  -0.097
C  -5.53010  0.21697  -2.06912  -0.078
C  -4.22423  -0.18320  -2.30427  -0.027
H  -0.39171  0.53777  -4.67370  0.086
H  -1.44297  1.94304  -4.46979  0.077
H  -2.07096  0.47111  -5.22964  0.094
H  -0.71769  -1.49565  -3.52580  0.064
H  -2.44770  -1.63511  -3.84089  0.099
H  -1.81487  -1.69574  -2.16392  0.056
H  -0.52756  1.82846  -2.35405  0.053
H  -2.90714  2.81174  -3.16904  0.101
H  -5.20425  3.51825  -2.72431  0.101
H  -6.90998  1.85896  -2.02521  0.098
H  -6.25378  -0.50840  -1.71952  0.105
H  -3.95166  -1.21558  -2.13944  0.112
C  2.74058  -9.75414  0.10850  -0.062
C  2.21642  -8.34517  0.01883  -0.282
C  1.01099  -7.98713  0.59916  -0.031
C  0.51302  -6.68653  0.52761  -0.319
C  -0.79597  -6.40226  1.22117  -0.090
C  1.25020  -5.70436  -0.15431  -0.410
Te  0.42690  -3.72891  -0.23451  1.527
N  -1.29596  -1.17599  -0.00333  -0.206
C  -2.38115  -1.52250  0.68671  -0.685
O  -2.51820  -2.70829  1.07764  -0.120
C  -3.57975  -0.59438  1.01125  -0.163
C  -3.65579  0.79191  0.87517  -0.103
C  -4.79998  1.49369  1.23051  -0.093
C  -5.91529  0.82360  1.70763  -0.110
C  -5.86637  -0.55839  1.83322  -0.096
C  -4.71194  -1.24969  1.49810  -0.039
C  0.71013  -3.53798  -2.33516  -0.422
C  1.53608  -2.54864  -2.88065  -0.336
C  2.25457  -1.54404  -2.02850  -0.101
C  1.67657  -2.46331  -4.26406  -0.035
C  1.02139  -3.33214  -5.12193  -0.277
C  1.16414  -3.20910  -6.61533  -0.055
C  0.20032  -4.30155  -4.56316  -0.023
C  0.02048  -4.41432  -3.18790  -0.298
C  -0.92802  -5.46906  -2.68376  -0.069
C  2.48599  -6.04948  -0.72445  -0.291
C  3.34071  -5.03652  -1.43756  -0.062
C  2.94173  -7.35982  -0.63680  -0.029
H  1.99179  -10.42572  0.52872  0.068
H  3.62810  -9.80343  0.74345  0.076
H  3.02229  -10.13381  -0.87534  0.074
H  0.42927  -8.74144  1.12038  0.109
H  -1.36385  -7.32331  1.35552  0.072
H  -1.40894  -5.67803  0.68394  0.031
H  -0.62359  -5.97343  2.21254  0.086
H  -2.82986  1.37251  0.47429  0.046
H  -4.81546  2.57028  1.11062  0.103
H  -6.81233  1.37018  1.97438  0.092
H  -6.72856  -1.10111  2.20400  0.092
H  -4.64766  -2.32356  1.61160  0.105
H  2.67480  -2.00299  -1.13613  0.005
H  1.56627  -0.77172  -1.67558  0.041
H  3.05454  -1.05726  -2.58930  0.081
H  2.31882  -1.69108  -4.67660  0.114
H  1.98818  -2.54575  -6.87822  0.070
H  0.25320  -2.80258  -7.06078  0.079
H  1.34811  -4.18100  -7.07620  0.075
H  -0.33547  -4.98404  -5.21610  0.115
H  -1.59511  -5.78990  -3.48411  0.074
H  -1.52629  -5.08655  -1.85547  0.052
H  -0.38978  -6.34519  -2.31395  0.080
H  3.38204  -4.10366  -0.87191  0.057
H  2.93277  -4.79345  -2.42024  0.076
H  4.35471  -5.41462  -1.57269  0.075
H  3.89554  -7.61474  -1.08954  0.113
F  0.37591  2.74771  -0.29708  -0.310
P  -0.18580  4.33132  -0.52648  0.173
F  -0.69556  5.83028  -0.72464  -0.130
F  1.02098  4.81396  0.42750  -0.146
F  -1.12818  4.12635  0.76819  -0.151
F  -1.36843  3.75317  -1.46074  -0.161
F  0.77782  4.42505  -1.80987  -0.144

Cartesian forces, eV/Å:
0.09 -0.10 -0.14
-0.01 0.04 0.04
0.09 -0.06 0.03
-0.04 0.03 0.06
0.01 -0.04 0.05
0.02 -0.02 0.03
-0.01 -0.02 -0.04
0.01 -0.01 -0.03
0.00 0.04 0.00
-0.01 -0.02 0.00
0.01 0.01 -0.02
-0.01 -0.03 0.01
0.00 0.01 -0.03
-0.01 0.02 0.01
-0.03 0.00 -0.04
0.03 0.00 0.00
0.01 0.01 0.00
-0.01 0.01 -0.03
0.00 0.00 0.01
0.00 0.00 0.00
0.01 0.00 0.00
0.00 0.00 0.01
-0.04 0.01 -0.03
0.08 -0.06 0.05
-0.06 0.06 0.08
-0.07 0.11 -0.02
0.01 -0.07 -0.03
-0.04 0.04 0.03
0.03 0.00 0.00
-0.01 0.03 0.04
0.01 0.02 0.08
0.01 0.01 -0.04
0.01 0.00 0.00
-0.01 -0.01 0.00
0.01 0.00 -0.01
0.04 -0.03 -0.01
0.01 -0.02 0.01
-0.02 -0.01 -0.01
0.03 -0.04 0.03
0.00 -0.01 0.01
0.00 0.00 0.00
0.00 0.00 -0.01
-0.01 0.00 -0.01
0.01 -0.01 0.01
-0.01 0.01 0.00
0.00 -0.04 0.01
0.01 -0.01 -0.03
0.01 -0.01 -0.03
0.02 0.08 0.01
-0.09 -0.10 0.12
0.09 0.04 -0.04
-0.04 0.20 0.16
-0.05 -0.17 -0.07
-0.01 0.20 -0.02
-0.02 -0.01 -0.06
0.01 0.00 -0.08
-0.01 -0.02 -0.03
-0.01 -0.04 0.00
-0.02 0.03 0.01
0.03 -0.03 -0.01
-0.11 -0.01 0.01
0.02 0.05 0.05
0.02 0.01 -0.03
0.05 -0.02 0.02
0.00 -0.01 -0.01
0.00 0.00 0.01
-0.01 0.03 -0.04
-0.05 0.01 0.00
0.02 0.01 0.02
0.02 0.09 -0.08
0.02 -0.06 0.01
0.00 0.01 -0.01
0.00 0.00 0.00
0.00 0.00 0.00
0.00 0.00 0.00
0.00 0.00 0.00
0.00 0.00 0.01
0.00 -0.02 -0.04
0.00 0.01 -0.01
-0.07 -0.10 0.01
0.00 0.00 0.00
0.00 0.00 0.00
0.00 0.00 0.00
-0.01 0.02 0.00
0.02 0.00 0.03
-0.03 0.01 0.03
-0.03 0.01 -0.01
0.00 0.00 0.00
0.00 0.00 0.00
0.00 0.00 0.00
0.00 0.00 0.00
0.00 0.00 0.00
0.01 -0.02 -0.01
-0.02 -0.01 -0.02
0.01 0.01 0.02
0.01 -0.02 -0.01
0.04 -0.03 0.02
0.01 -0.01 0.02
0.00 0.01 0.00
0.01 -0.09 -0.08
0.00 0.10 -0.01
0.00 -0.01 0.00
0.02 0.03 -0.01
-0.01 -0.01 0.00
0.03 0.04 0.03
-0.02 -0.02 0.03